--- P ---
6 unconnected molecules or ions with the total composition BrH10O5, computed with wB97M-V/def2-TZVPD.

As for the charge: -1. The lowest unoccupied orbital energy is 3.766 eV.

Last column: natural (NBO) charge in e.
CARTESIAN COORDINATES (ANGSTROEM)
H 27.06049 -4.04618 2.02223  0.46
Br 28.45706 -3.71747 4.82666  -0.91
O 26.71246 -1.79288 6.89892  -0.97
H 27.54249 -2.04216 6.50186  0.49
H 28.02075 -1.74745 3.53724  0.49
H 27.55728 -6.82556 6.18032  0.46
H 26.29954 -4.31646 5.93582  0.48
O 27.96757 -0.97593 2.95072  -0.96
H 28.00376 -5.51617 6.44006  0.48
O 27.81926 -6.31158 6.91410  -0.95
O 25.39656 -4.48331 5.78218  -0.95
H 25.00155 -4.08525 6.57149  0.46
H 28.28465 -4.60345 2.64965  0.50
H 26.12407 -1.92402 6.14494  0.47
H 27.63014 -1.45969 2.21721  0.45
O 27.81391 -4.60421 1.77985  -0.98

---

--- Q ---
6 unconnected molecules or ions with the total composition BrH10O5, computed with wB97M-V/def2-TZVPD.

As for the charge: -1. The lowest unoccupied orbital energy is 3.334 eV.

Last column: natural (NBO) charge in e.
CARTESIAN COORDINATES (ANGSTROEM)
Br 6.84315 -6.27583 11.19260  -0.91
H 9.32390 -3.12329 12.14012  0.45
H 7.32865 -7.91209 9.47224  0.50
O 5.06948 -3.56830 10.33427  -0.98
H 5.79986 -8.17627 12.13256  0.50
H 7.84350 -5.28570 9.02353  0.49
H 5.55681 -2.90605 10.83164  0.45
H 5.50175 -4.41340 10.59055  0.50
H 9.02471 -4.50701 11.56385  0.49
H 5.37858 -9.63862 11.94234  0.45
O 9.52122 -4.05568 12.26324  -0.95
H 7.22946 -9.32725 8.89250  0.45
O 7.61978 -8.46652 8.71937  -0.97
H 7.64905 -3.84397 8.58548  0.46
O 7.85050 -4.71609 8.23498  -0.96
O 5.34837 -8.92388 12.58366  -0.98

---

What are the relative energies? In kcal/mol: P 1.8; Q 0.0.

---

--- P ---
2 unconnected molecules or ions with the total composition C2H2Cl2OS, computed with wB97M-V/def2-TZVPD.

As for the SMILES: O=C(Cl)Cl.C=S. The lowest unoccupied orbital energy (alpha / beta) is -0.545 / -0.546 eV.

Last column: natural (NBO) charge in e.
CARTESIAN COORDINATES (ANGSTROEM)
S 2.15134 -1.48396 -1.30365  0.08
H 1.17180 0.06276 0.33644  0.17
Cl -1.96256 1.67795 -0.02526  0.04
H 2.38588 0.93541 -0.68417  0.19
C -1.83402 0.02507 0.41098  0.41
C 1.84356 -0.05699 -0.50572  -0.44
Cl -2.39366 -0.31924 2.02721  0.01
O -1.36234 -0.84100 -0.25583  -0.47

---

--- Q ---
A molecular structure, C2H2Cl2OS, computed with wB97M-V/def2-TZVPD.

The lowest unoccupied orbital energy is -0.906 eV.

Last column: natural (NBO) charge in e.
CARTESIAN COORDINATES (ANGSTROEM)
Cl -3.32601 -0.43219 1.19918  0.15
C -2.77727 -0.19154 -0.34483  -0.27
H 0.78213 -1.05228 -0.78613  0.51
Cl -2.69973 1.56322 -0.58960  0.04
H 0.66840 1.31767 0.74150  0.08
S -2.20915 -1.24714 -1.46803  0.07
O 0.95491 -0.23666 -0.15654  -0.69
C 0.02457 0.50510 0.48190  0.12

---

What are the relative energies? In kcal/mol: P 0.0; Q 70.5.

---

--- P ---
A single C5H9N molecule, computed with wB97M-V/def2-TZVPD.

As for the SMILES: CCCCC#N. The lowest unoccupied orbital energy is 0.900 eV.

Last column: natural (NBO) charge in e.
CARTESIAN COORDINATES (ANGSTROEM)
C 2.07042 0.15927 0.56069  -0.60
H 2.28449 1.23095 0.48470  0.21
H -1.48637 -1.33833 -0.81091  0.24
C -2.76689 -0.07770 0.24712  0.29
H -0.34772 1.39091 0.03878  0.21
H -0.32018 0.04030 1.14416  0.21
H 3.00367 -0.38984 0.41186  0.21
H 1.67511 -0.02081 1.56943  0.20
C 1.00726 -0.22127 -0.46241  -0.40
C -1.58920 -0.26508 -0.60776  -0.51
H -1.78814 0.21480 -1.57414  0.25
H 0.95614 -1.31005 -0.60796  0.20
N -3.66692 0.07535 0.95766  -0.33
C -0.32697 0.29497 0.07338  -0.38
H 1.29531 0.21655 -1.42460  0.20

---

--- Q ---
4 unconnected molecules or ions with the total composition C5H9N, computed with wB97M-V/def2-TZVPD.

The lowest unoccupied orbital energy is -1.531 eV.

Last column: natural (NBO) charge in e.
CARTESIAN COORDINATES (ANGSTROEM)
C 0.35679 0.19390 -0.67032  0.02
H -1.71410 0.44941 -0.41524  0.19
H -0.23401 -0.20821 1.79701  0.38
N -0.75890 -0.89096 1.12596  -0.62
H 1.87743 2.42319 -2.84781  0.23
H -1.30390 -1.28408 -0.95248  0.22
H 2.69057 2.83716 0.20920  0.24
C 2.53461 1.66257 -1.24213  -0.58
C 1.38460 0.74996 -0.99803  -0.17
C -0.90243 -0.38262 -0.25658  -0.30
H -2.08765 -1.49162 2.67343  0.21
H 3.91450 0.45230 -1.32631  0.24
H -2.94194 -0.50838 1.30955  0.17
H -2.45311 -2.21216 1.15315  0.19
C -2.11282 -1.26062 1.58668  -0.43

---

What are the relative energies? In kcal/mol: P 0.0; Q 281.0.

---

--- P ---
A single C6H14N2O molecule, computed with wB97M-V/def2-TZVPD.

As for the SMILES: CC(C)(N)C(C)(C)N=O. The lowest unoccupied orbital energy is 0.753 eV.

Last column: natural (NBO) charge in e.
CARTESIAN COORDINATES (ANGSTROEM)
O -0.06500 0.65330 2.64870  -0.37
H -2.16360 1.34464 1.30572  0.23
H 2.48745 0.28944 -0.01138  0.23
C -1.83787 0.52811 0.66100  -0.64
H -2.01575 -0.39944 1.20054  0.22
H 0.12817 -1.93156 -1.88071  0.21
H 0.95050 2.20223 -0.51032  0.23
H -1.04163 -2.10274 -0.65757  0.21
C 1.86454 -0.27509 -0.70075  -0.63
N 0.75612 -1.39322 1.13723  -0.83
H -0.47130 1.80745 -1.49472  0.22
C 0.53752 -0.60007 -0.03294  0.16
H -2.41945 0.54482 -0.25732  0.22
H 2.37498 -1.20176 -0.95986  0.21
H 1.41487 -2.15083 1.02784  0.38
C -0.41611 -1.35050 -1.13575  -0.66
C -0.36566 0.71359 0.35775  0.04
H -0.09265 -1.63485 1.64392  0.38
N 0.50526 0.70834 1.54223  0.16
C -0.10522 1.95273 -0.48034  -0.62
H -1.11674 -0.80801 -1.76559  0.21
H -0.63473 2.79402 -0.03353  0.22
H 1.72633 0.30940 -1.60416  0.22

---

--- Q ---
A molecular structure, C6H14N2O, computed with wB97M-V/def2-TZVPD.

The lowest unoccupied orbital energy (alpha / beta) is 0.454 / 0.454 eV.

Last column: natural (NBO) charge in e.
CARTESIAN COORDINATES (ANGSTROEM)
N -1.25252 1.19618 -0.35422  -0.81
H -3.41168 -0.38096 0.29542  0.23
H -0.42284 1.76178 -0.18671  0.40
H 1.32658 -1.39610 -1.90497  0.25
H -1.38685 1.06220 -1.34762  0.38
O 2.33022 0.54987 -0.75447  -0.54
N 1.22850 -0.07590 0.40362  -0.20
C 0.37852 -1.56069 -1.39375  -0.70
H 3.35253 2.29754 -0.49228  0.16
H -2.39544 -1.79499 0.59698  0.23
H -2.05388 0.91283 2.23399  0.21
H -0.42225 -1.21516 -2.04802  0.21
H -0.28213 0.87765 2.10314  0.24
C -2.46225 -0.86241 0.04202  -0.66
H 4.33212 0.81185 -0.42439  0.16
C -1.33781 0.06443 0.42161  0.32
H -1.17032 -0.60862 2.45181  0.22
C -1.19563 0.32615 1.89843  -0.66
H 3.34804 1.28908 0.95342  0.18
H -2.47566 -1.07443 -1.02678  0.21
C 3.36709 1.25378 -0.15007  -0.25
H 0.20436 -2.62024 -1.21139  0.23
C 0.40131 -0.81386 -0.10576  0.17

---

--- R ---
3 unconnected molecules or ions with the total composition C6H14N2O, computed with wB97M-V/def2-TZVPD.

The lowest unoccupied orbital energy is 0.821 eV.

Last column: natural (NBO) charge in e.
CARTESIAN COORDINATES (ANGSTROEM)
H -0.03066 -0.61994 -1.07507  0.19
H 0.17051 1.31321 1.31111  0.23
H 2.35833 -0.74505 -0.19267  0.17
O -0.55827 1.42118 -1.02658  -0.70
H 1.99782 0.63004 -2.28879  0.18
C 0.21847 0.31343 0.88742  0.06
H 2.68684 0.75470 0.72367  0.19
C 2.18518 0.33079 -0.14624  -0.51
H 0.19270 -0.44526 2.76810  0.39
C -0.25210 0.22284 -0.42840  0.11
H -1.88720 -2.44759 0.05787  0.21
H -2.80108 1.33970 -0.51448  0.35
C -2.46239 -1.72776 0.64572  -0.71
N -3.13701 0.43911 -0.16163  -0.68
H 0.84922 -1.50278 1.62947  0.39
H 2.27840 2.12289 -1.35516  0.21
C 2.52017 1.05795 -1.42415  -0.65
H -0.26909 1.40462 -1.94635  0.49
H 3.58470 0.99492 -1.68803  0.22
H -2.17086 -1.84045 1.69105  0.23
N 0.25545 -0.70511 1.79727  -0.83
H -3.52252 -1.98343 0.55804  0.22
C -2.20661 -0.32804 0.17785  0.25

---

What are the relative energies? In kcal/mol: P 0.0; Q 16.1; R 36.1.